Molecular formula: H12O6
Method: DFT, wB97M-V/def2-TZVPD

HOMO, eV: -10.62
Total charge: 0
SMILES: O.O.O.O.O.O
Relative energy (zero: lowest compared OMol25 entry of this formula, charge and spin), kcal per mole: 68.5
Orbital gap, eV: 11.03
LUMO level, eV: 0.40

Positions of all 18 atoms, in Å:
H -0.15 -1.12 0.13
H 0.96 -0.10 -0.12
H -2.92 1.37 0.48
H -4.06 0.23 0.67
H -3.12 -1.23 1.51
H -2.28 -1.97 2.60
H 4.02 3.02 0.84
H 5.50 2.49 1.12
H 3.63 -3.70 -1.00
H 3.69 -2.40 -1.48
H -3.22 2.18 -1.80
H -3.36 1.19 -2.91
O 0.77 -0.98 -0.24
O -3.34 0.49 0.14
O -2.42 -1.11 2.20
O 5.00 3.20 0.74
O 4.16 -2.89 -0.87
O -2.86 1.31 -2.00

***

Molecular formula: H12O6
Method: DFT, wB97M-V/def2-TZVPD

HOMO, eV: -10.88
Total charge: 0
SMILES: O.O.O.O.O.O
Relative energy (zero: lowest compared OMol25 entry of this formula, charge and spin), kcal per mole: 51.9
Orbital gap, eV: 11.10
LUMO level, eV: 0.21

Positions of all 18 atoms, in Å:
O -1.71 -0.38 -2.43
H -1.76 -0.71 -3.32
H -2.50 0.04 -2.29
O -0.50 -2.79 1.16
H 0.40 -3.09 1.46
H -0.36 -1.98 0.81
O 0.34 -0.97 -0.65
H -0.38 -0.86 -1.26
H 0.61 -0.01 -0.60
O 2.62 0.42 1.79
H 2.57 0.02 0.89
H 2.39 -0.18 2.59
O 0.43 1.87 1.03
H 0.04 1.82 1.97
H 1.30 1.53 1.26
O -1.32 1.95 -0.99
H -1.35 1.06 -1.09
H -0.82 2.25 -0.34

***

Molecular formula: H12O6
Method: DFT, wB97M-V/def2-TZVPD

HOMO, eV: -9.17
Total charge: 0
SMILES: O.O.O.O.O.O
Relative energy (zero: lowest compared OMol25 entry of this formula, charge and spin), kcal per mole: 105.6
Orbital gap, eV: 9.20
LUMO level, eV: 0.03

Positions of all 18 atoms, in Å:
H -0.89 1.44 -0.69
H 0.16 1.20 0.32
H -2.73 -2.04 -2.04
H -1.83 -0.92 -1.50
H 0.83 -2.95 0.13
H 1.51 -3.34 -1.11
H -4.94 0.56 1.21
H -4.42 1.81 1.79
H 1.94 -2.59 2.09
H 2.63 -1.84 0.92
H 3.59 3.23 -0.49
H 4.31 4.63 -0.11
O 0.01 1.62 -0.58
O -2.68 -1.13 -1.70
O 1.62 -2.67 -0.42
O -5.06 1.53 1.16
O 2.48 -2.72 1.24
O 3.47 4.19 -0.22

***

Molecular formula: H12O6
Method: DFT, wB97M-V/def2-TZVPD

HOMO, eV: -10.77
Total charge: 0
SMILES: O.O.O.O.O.O
Relative energy (zero: lowest compared OMol25 entry of this formula, charge and spin), kcal per mole: 61.9
Orbital gap, eV: 10.64
LUMO level, eV: -0.13

Positions of all 18 atoms, in Å:
H -1.60 1.53 -0.89
H -0.50 0.59 -0.45
H -3.98 2.48 1.27
H -5.06 2.92 2.24
H -0.68 -2.21 1.48
H -0.37 -3.53 2.17
H 1.21 -2.97 1.37
H 1.79 -1.87 2.24
H 3.30 -1.41 -1.92
H 2.75 -0.59 -3.07
H 2.77 2.55 -1.32
H 2.43 4.02 -1.50
O -0.68 1.30 -1.07
O -4.71 2.14 1.80
O -1.09 -3.04 1.77
O 0.95 -2.27 1.98
O 3.08 -1.46 -2.86
O 2.20 3.14 -1.82

***

Molecular formula: H12O6
Method: DFT, wB97M-V/def2-TZVPD

HOMO, eV: -10.90
Total charge: 0
SMILES: O.O.O.O.O.O
Relative energy (zero: lowest compared OMol25 entry of this formula, charge and spin), kcal per mole: 23.6
Orbital gap, eV: 11.26
LUMO level, eV: 0.36

Positions of all 18 atoms, in Å:
O -1.27 -1.32 1.89
H -1.86 -1.49 2.64
H -0.51 -1.89 2.05
O 1.13 2.90 0.89
H 1.06 3.50 1.64
H 2.00 3.09 0.50
O 2.99 0.99 -0.73
H 2.86 1.54 -1.50
H 2.19 0.45 -0.67
O 0.02 0.56 -0.22
H 0.47 1.36 0.11
H -0.46 0.22 0.55
O -3.26 -2.51 0.33
H -3.15 -2.86 -0.56
H -2.79 -1.67 0.33
O 0.09 -1.34 -2.46
H -0.03 -0.78 -1.68
H 0.53 -0.77 -3.10

***

Molecular formula: H12O6
Method: DFT, wB97M-V/def2-TZVPD

HOMO, eV: -10.24
Total charge: 0
SMILES: O.O.O.O.O.O
Relative energy (zero: lowest compared OMol25 entry of this formula, charge and spin), kcal per mole: 34.0
Orbital gap, eV: 10.51
LUMO level, eV: 0.27

Positions of all 18 atoms, in Å:
O -23.19 4.64 -22.23
H -23.04 4.24 -23.09
H -22.31 4.66 -21.80
O -24.33 4.53 -19.76
H -24.04 4.42 -20.64
H -24.94 3.83 -19.63
O -19.75 7.48 -22.89
H -20.69 7.34 -22.92
H -19.62 8.37 -23.23
O -23.11 9.97 -20.05
H -23.46 10.87 -20.00
H -23.68 9.53 -19.42
O -20.45 9.59 -20.41
H -20.34 9.07 -19.59
H -21.41 9.58 -20.49
O -22.41 7.52 -21.66
H -22.73 8.30 -21.25
H -23.13 6.85 -21.72